No. 1
This record from the Open Molecules 2025 dataset describes 2 unconnected molecules or ions with the total composition C5H10O2. The level of theory is wB97M-V/def2-TZVPD.

Calculated values
Multiplicity ... 1
Energy above the lowest of the compared OMol25 structures with the same formula, charge and spin ... 4.505 eV
E_LUMO ... 0.02449 hartree
Frontier orbital gap ... 9.85 eV
Highest occupied orbital energy ... -9.18 eV

CARTESIAN COORDINATES (ANGSTROEM)
1 C 0.261 2.151 1.339
2 C 0.929 0.820 0.938
3 C -0.119 -0.224 0.398
4 O -0.846 0.347 -0.666
5 C 0.358 -1.445 -0.415
6 C -0.801 -1.984 -2.064
7 O -1.803 -1.320 -2.212
8 H 1.005 2.937 1.531
9 H -0.389 2.498 0.533
10 H -0.345 2.057 2.249
11 H 1.656 1.024 0.144
12 H 1.501 0.441 1.805
13 H -0.745 -0.479 1.288
14 H -1.398 -0.340 -1.213
15 H 0.216 -2.407 0.042
16 H 1.328 -1.246 -0.865
17 H -0.807 -2.830 -2.831

Mulliken atomic charge list, values in e, 2 entries: number 1, C, carries -1.14; number 2, C, carries -0.59

---

No. 2
This record from the Open Molecules 2025 dataset describes a gas-phase ion, C6H9N2O (charge +1). The level of theory is wB97M-V/def2-TZVPD.

Calculated values
Total charge ... +1
Multiplicity ... 1
SMILES ... [NH2+]=C1C[C@H]1/C=C\C=N\O
Energy above the lowest of the compared OMol25 structures with the same formula, charge and spin ... 4.211 eV
E_LUMO ... -0.16622 hartree
Frontier orbital gap ... 8.21 eV
Highest occupied orbital energy ... -12.73 eV

CARTESIAN COORDINATES (ANGSTROEM)
1 N 1.131 1.688 1.175
2 C 0.093 1.663 0.410
3 C -1.073 2.199 -0.356
4 C -0.794 0.663 -0.143
5 C -0.426 -0.255 -1.245
6 C 0.142 -1.454 -1.095
7 C 0.406 -2.231 0.101
8 N 0.721 -1.631 1.255
9 O 1.042 -2.341 2.314
10 H 1.437 0.795 1.506
11 H 1.639 2.594 1.572
12 H -1.098 2.795 -1.288
13 H -1.720 2.552 0.360
14 H -1.563 0.126 0.537
15 H -0.688 0.055 -2.184
16 H 0.160 -2.166 -1.971
17 H 0.335 -3.270 -0.066
18 H 1.097 -3.271 2.118

Mulliken atomic charge list, values in e, 2 entries: number 1, N, carries -0.30; number 2, C, carries 0.44

---

No. 3
This record from the Open Molecules 2025 dataset describes a single C8H12 molecule. The level of theory is wB97M-V/def2-TZVPD.

Calculated values
Multiplicity ... 1
SMILES ... C=C/C(=C\C)C(=C)C
Energy above the lowest of the compared OMol25 structures with the same formula, charge and spin ... 1.864 eV
E_LUMO ... 0.03279 hartree
Frontier orbital gap ... 9.28 eV
Highest occupied orbital energy ... -8.39 eV

CARTESIAN COORDINATES (ANGSTROEM)
1 C -1.430 -1.744 0.860
2 C -0.562 -1.349 -0.074
3 C -0.050 0.056 -0.151
4 C -0.864 1.074 -0.457
5 C -2.272 1.232 0.023
6 C 1.427 0.187 -0.063
7 C 1.974 1.261 0.518
8 C 2.298 -0.876 -0.725
9 H -1.347 -1.238 1.817
10 H -2.171 -2.521 0.729
11 H -0.344 -1.930 -0.956
12 H -0.377 1.936 -0.882
13 H -2.961 0.578 -0.520
14 H -2.365 1.073 1.098
15 H -2.706 2.235 -0.032
16 H 1.341 2.127 0.620
17 H 2.988 1.332 0.886
18 H 1.708 -1.241 -1.565
19 H 3.241 -0.498 -1.101
20 H 2.472 -1.696 -0.024

Mulliken atomic charge list, values in e, 2 entries: number 1, C, carries -0.77; number 2, C, carries -0.20

---

No. 4
This record from the Open Molecules 2025 dataset describes a molecular structure, C24H32N4O2. The level of theory is wB97M-V/def2-TZVPD.

Calculated values
Multiplicity ... 1
Energy above the lowest of the compared OMol25 structures with the same formula, charge and spin ... 23.971 eV
E_LUMO ... 0.02336 hartree
Frontier orbital gap ... 8.21 eV
Highest occupied orbital energy ... -7.57 eV

CARTESIAN COORDINATES (ANGSTROEM)
1 C 5.958 -2.026 0.007
2 C 4.437 -1.919 -0.229
3 C 3.852 -1.733 -1.576
4 C 2.632 -1.779 -1.757
5 C 1.893 -1.884 -0.681
6 C 2.365 -2.297 0.605
7 C 3.758 -2.368 0.872
8 H 4.078 -2.275 1.649
9 C 1.410 -2.431 1.613
10 H 0.898 -3.416 1.672
11 H 0.485 -1.818 1.551
12 H 1.950 -2.430 2.471
13 C 0.398 -1.925 -0.859
14 N -0.434 -0.958 -0.323
15 C 0.109 0.434 -0.959
16 C -0.495 1.349 -0.050
17 N -1.918 1.433 0.044
18 C -2.516 2.543 0.557
19 C -2.323 2.911 1.875
20 C -2.740 2.207 3.109
21 C -1.839 2.907 4.075
22 C -0.973 3.424 3.500
23 O -1.215 3.546 2.150
24 C 0.126 4.260 4.128
25 H 1.062 4.271 3.456
26 H -0.039 5.544 3.864
27 H 0.290 4.400 5.321
28 H -2.138 2.680 5.077
29 H -3.490 1.554 3.253
30 H -2.203 3.437 0.000
31 H -3.712 2.604 0.294
32 C -2.359 0.246 0.400
33 C -1.850 -1.005 -0.338
34 H -2.004 -1.908 0.173
35 H -2.092 -0.956 -1.343
36 C -4.129 -0.061 0.360
37 H -4.376 0.882 1.065
38 H -4.280 -1.217 0.977
39 C -4.619 0.131 -0.948
40 O -6.032 0.069 -0.944
41 H -6.296 0.911 -0.111
42 H -4.406 -0.988 -1.542
43 H -4.095 0.991 -1.409
44 H -1.956 0.052 1.598
45 H -0.179 2.422 -0.679
46 H -0.200 1.538 1.039
47 H 1.153 0.432 -0.734
48 H -0.281 0.468 -1.762
49 H -0.033 -2.032 -2.117
50 H -0.115 -3.095 -0.560
51 N 2.161 -1.550 -3.154
52 C 2.647 -0.585 -3.974
53 C 1.857 -0.578 -5.122
54 C 1.115 -1.847 -4.782
55 N 1.192 -2.336 -3.546
56 H 0.279 -2.420 -5.549
57 H 2.194 -0.082 -6.001
58 H 3.467 -0.021 -3.622
59 H 4.591 -1.686 -2.458
60 H 6.397 -2.001 -0.759
61 H 6.361 -2.796 0.430
62 H 6.221 -1.222 0.700

Mulliken atomic charge list, values in e, 2 entries: number 1, C, carries -2.37; number 2, C, carries 0.82

---

No. 5
This record from the Open Molecules 2025 dataset describes a single C8H15BBr2N2 molecule. The level of theory is wB97M-V/def2-TZVPD.

Calculated values
Multiplicity ... 1
SMILES ... [H]/N=C\CB(NCCC)/C(Br)=C(/C)Br
E_LUMO ... -0.00472 hartree
Frontier orbital gap ... 8.81 eV
Highest occupied orbital energy ... -8.94 eV

CARTESIAN COORDINATES (ANGSTROEM)
1 H 0.408 0.708 1.916
2 N -0.423 1.038 2.411
3 C -1.168 1.690 1.618
4 C -0.886 1.945 0.160
5 B -0.692 0.617 -0.708
6 N 0.508 0.449 -1.533
7 C 1.774 0.726 -0.839
8 C 2.194 -0.394 0.111
9 C 3.238 0.087 1.118
10 C -1.861 -0.435 -0.672
11 Br -3.569 0.310 -0.149
12 C -1.853 -1.757 -0.912
13 C -2.988 -2.730 -0.792
14 Br -0.240 -2.639 -1.400
15 H -2.090 2.103 2.023
16 H -0.032 2.616 0.069
17 H -1.733 2.465 -0.297
18 H 0.461 1.083 -2.324
19 H 1.779 1.671 -0.277
20 H 2.547 0.827 -1.602
21 H 1.324 -0.759 0.661
22 H 2.591 -1.217 -0.482
23 H 2.765 0.743 1.849
24 H 3.620 -0.765 1.678
25 H 4.067 0.603 0.639
26 H -2.906 -3.229 0.176
27 H -2.883 -3.509 -1.544
28 H -3.950 -2.248 -0.898

Mulliken atomic charge list, values in e, 2 entries: number 1, H, carries 0.26; number 2, N, carries -0.75

---

No. 6
This record from the Open Molecules 2025 dataset describes 5 unconnected molecules or ions with the total composition C17H43FN2O13P2. The level of theory is wB97M-V/def2-TZVPD.

Calculated values
Total charge ... +1
Multiplicity ... 2
E_LUMO (spin up / spin down) ... -0.09104 / -0.32252 hartree
Frontier orbital gap (spin up / spin down) ... 9.03 / 2.74 eV
Highest occupied orbital energy (spin up / spin down) ... -11.51 / -11.51 eV

CARTESIAN COORDINATES (ANGSTROEM)
1 C 2.763 -7.194 1.855
2 C 1.967 -6.078 2.627
3 C 0.648 -5.697 1.925
4 O 0.593 -5.316 0.525
5 C 1.208 -4.093 0.197
6 N 1.748 -6.500 3.966
7 H 3.171 -6.926 0.880
8 H 2.097 -8.031 1.647
9 H 3.451 -7.665 2.557
10 H 2.578 -5.176 2.604
11 H 0.264 -4.733 2.261
12 H -0.101 -6.484 2.018
13 H 0.975 -3.751 -0.811
14 H 2.298 -4.069 0.190
15 H 0.733 -3.278 0.742
16 H 1.205 -7.346 3.873
17 H 1.014 -5.920 4.347
18 C 4.701 0.900 0.931
19 C 3.992 2.173 1.538
20 C 3.025 1.879 2.834
21 O 2.276 0.668 2.638
22 C 1.665 0.136 3.837
23 N 5.067 3.020 2.027
24 H 5.584 1.001 0.301
25 H 3.946 0.307 0.414
26 H 5.057 0.212 1.698
27 H 3.504 2.652 0.689
28 H 2.196 2.586 2.884
29 H 3.571 1.929 3.777
30 H 1.014 -0.737 3.788
31 H 0.979 0.868 4.264
32 H 2.370 -0.090 4.636
33 H 5.037 3.858 1.463
34 H 5.853 2.555 1.596
35 C -8.704 2.749 -1.387
36 O -7.340 3.157 -1.430
37 P -6.364 3.137 -0.071
38 O -6.481 1.859 0.701
39 O -6.926 4.391 0.863
40 C -7.226 5.645 0.209
41 O -4.924 3.579 -0.457
42 C -4.218 2.636 -1.318
43 H -9.438 3.539 -1.545
44 H -8.879 2.233 -0.443
45 H -8.826 1.968 -2.138
46 H -6.533 6.458 0.429
47 H -8.190 6.039 0.532
48 H -7.228 5.743 -0.877
49 H -4.531 2.873 -2.335
50 H -4.330 1.572 -1.110
51 H -3.173 2.941 -1.374
52 C 3.032 3.149 -3.416
53 O 2.364 2.218 -4.337
54 P 1.631 0.841 -3.720
55 O 1.433 0.862 -2.198
56 O 0.231 0.893 -4.567
57 C -0.569 -0.214 -4.864
58 O 2.450 -0.422 -4.340
59 C 3.748 -0.622 -3.802
60 H 2.384 3.992 -3.177
61 H 3.814 3.729 -3.905
62 H 3.354 2.550 -2.564
63 H -1.409 0.005 -5.522
64 H -0.939 -0.756 -3.994
65 H 0.121 -0.826 -5.446
66 H 4.143 -1.506 -4.303
67 H 3.664 -0.795 -2.729
68 H 4.411 0.227 -3.963
69 C -0.036 -0.113 0.054
70 C -0.826 0.969 0.752
71 O -1.340 0.306 1.918
72 C -1.250 -0.980 1.721
73 O -1.798 -1.714 2.556
74 O -0.407 -1.249 0.675
75 F -1.888 1.291 0.001
76 H 1.009 0.092 0.287
77 H -0.182 -0.005 -1.021
78 H -0.286 1.898 0.936

Mulliken atomic charge list, values in e, 2 entries: number 1, C, carries -1.34; number 2, C, carries 0.33

---

Molecular weight (computed, g/mol): 102.133, 125.151, 108.184, 408.546, 309.842, 564.478
Maximum force (computed, eV/A): 2.36, 4.43, 1.52, 19.95, 0.57, 4.74